Density functional theory data (the ωB97M-V functional and the def2-TZVPD basis) for a molecular structure, C53H72BN8OS3TaTe.

Computed properties:
highest occupied orbital energy (spin up / spin down) = -14.671 / -14.675 eV
spin multiplicity = 2
electronic energy = -112104.104 eV
⟨S²⟩ = 0.761
HOMO-LUMO gap (spin up / spin down) = 0.2153 / 0.2065 hartree
ΔE to the lowest compared entry with this formula, charge and spin = 1.535 eV
net charge = +3

CARTESIAN COORDINATES (ANGSTROEM)
Ta: 2.02718 -0.06214 -0.45075
Te: 2.06921 -1.65783 -2.92174
S: 0.78263 -1.12022 1.57037
S: -0.27101 0.77535 -1.52635
S: 2.00198 2.42643 0.90019
O: 2.57828 0.96499 -3.89322
N: -1.71764 0.55989 0.66053
N: -2.67298 0.13108 1.50854
N: -0.58740 2.78972 0.85137
N: 2.76913 1.02982 -1.67241
N: -1.80437 3.36591 0.69170
N: 3.97486 -0.68106 0.55814
N: -0.73528 1.89389 3.58943
N: -0.26198 1.02810 2.67549
C: -2.96952 0.13757 -1.28580
C: 0.09589 -2.56742 -5.09269
C: -4.31707 4.35688 0.54946
C: -1.24857 2.44975 5.89577
C: 3.73607 0.52851 2.80175
C: 0.45982 -3.96621 -8.60847
C: 0.81245 -4.96849 -0.29082
C: 4.32510 2.37535 -3.09054
C: 2.74705 -5.67259 -1.47276
C: -3.98628 -0.18407 -0.43385
C: -1.82492 4.65594 0.53024
C: 1.38743 -2.08371 -4.89394
C: -3.79933 -0.25808 0.97695
C: 1.69285 -3.58196 -2.05882
C: -0.64361 1.54212 4.84433
C: -3.15708 0.15363 -2.77418
C: -0.60229 5.39784 0.47397
C: 1.99361 -7.05690 0.48891
C: -3.26185 6.41015 1.51312
C: -0.00781 0.31824 5.20110
C: 6.26464 -0.99314 0.67227
C: 2.03164 -2.71979 -7.08474
C: -4.30255 -1.41231 3.14086
C: 1.85052 -5.87396 -0.42749
C: -5.63344 0.57461 2.37816
C: 0.69494 -3.83819 -1.10084
C: 0.78446 -3.28347 -7.31037
C: -2.26237 1.62470 6.70667
C: -0.61011 -3.08677 -0.99869
C: 0.60180 3.38555 0.76483
C: 5.04340 -2.11131 -1.26595
C: 3.67163 -4.47259 -3.43377
C: -4.90217 -0.70099 1.92407
C: -1.73121 0.47304 -0.67463
C: 0.49053 -0.53910 4.26289
C: 3.16836 1.44351 -2.94040
C: 5.07554 -1.25582 -0.06693
C: -0.12584 2.95235 6.81654
C: -0.17529 -3.17401 -6.30916
C: 1.90856 5.54191 0.46904
C: -5.88324 -1.64125 1.21449
C: 3.77173 -1.54413 -5.76105
C: 1.15109 -1.83768 4.60270
C: 4.48634 -0.11089 1.70223
C: -3.23731 6.02429 -0.97668
C: 2.37405 -2.10229 -5.88338
C: -3.16720 5.35158 0.40340
C: -1.95948 3.63874 5.25134
C: 2.68673 -4.55747 -2.29536
C: 5.90541 -0.28078 1.76412
C: -1.00926 -2.43503 -4.08173
C: 0.61414 4.79730 0.56441
C: 0.32242 -0.14244 2.91204
B: -0.70848 1.40169 1.31103
H: -4.27896 3.58767 -0.22466
H: -2.75236 3.31167 4.57593
H: 1.86567 -7.99035 -0.06132
H: 1.34313 -4.08220 -9.23251
H: -6.48363 0.30435 3.00497
H: 2.60078 5.03002 -0.19931
H: -0.81183 -1.61380 -3.39011
H: -4.18490 6.55430 -1.07237
H: 4.88679 -1.51993 -2.17130
H: 3.26265 -4.97722 -4.31243
H: 4.48647 -2.33162 -5.51029
H: -3.17961 5.28447 -1.77751
H: -3.99406 0.80401 -3.03104
H: -2.77844 2.28314 7.40504
H: 4.09794 0.12384 3.74995
H: -0.55566 3.58470 7.59328
H: -0.27749 -3.38955 -9.16973
H: -0.58697 -2.11317 -1.48053
H: 4.07999 -1.13058 -6.72008
H: 0.52418 -2.67381 4.28629
H: -4.96215 -0.41057 -0.84426
H: 0.39724 2.13290 7.31346
H: -1.26369 4.25907 4.68387
H: -6.51811 -1.11576 0.49908
H: -5.26209 4.89112 0.45462
H: -2.49462 7.18026 1.41846
H: 2.99009 -7.08233 0.93108
H: 4.75450 2.65035 -2.13021
H: -4.29599 3.86330 1.52281
H: 2.78089 -2.75973 -7.86752
H: -2.40475 4.25163 6.03410
H: 1.25785 -7.03376 1.29047
H: 1.74655 6.55537 0.11035
H: -0.92564 -2.96936 0.03174
H: 2.10295 -1.94064 4.07987
H: -6.54223 -2.09467 1.95366
H: 2.38796 5.59536 1.44884
H: -6.01119 1.14549 1.52647
H: 2.66659 0.38174 2.73086
H: -3.80984 -2.34263 2.84879
H: 6.53360 0.07797 2.56495
H: 3.84221 -0.74949 -5.02595
H: 3.99309 3.26979 -3.61849
H: -3.40043 -0.84539 -3.13646
H: -4.23001 6.90700 1.45270
H: -5.10194 -1.65750 3.83938
H: -3.17634 5.95432 2.50178
H: -1.95113 -2.22892 -4.58928
H: 0.03633 -5.16275 0.44275
H: 0.60366 3.54616 6.26266
H: -1.13294 -3.35804 -3.51088
H: 4.24285 -2.85296 -1.20542
H: -4.96503 1.21665 2.95584
H: 5.99627 -2.62614 -1.36957
H: -5.36432 -2.45044 0.69485
H: 1.32021 -1.91759 5.67383
H: -1.78225 0.84110 7.29502
H: 3.94520 1.60169 2.82434
H: -1.17378 -3.56129 -6.48329
H: 3.52499 -6.40795 -1.65024
H: -2.27283 0.50568 -3.29788
H: 0.08608 0.06668 6.25011
H: -3.01296 1.16547 6.05951
H: -0.64955 6.46890 0.32346
H: -2.43743 6.75249 -1.12229
H: 5.07907 1.89400 -3.71429
H: 7.24654 -1.34789 0.40059
H: 4.60770 -4.96914 -3.18043
H: 3.89477 -3.45047 -3.73203
H: 0.02832 -4.95124 -8.42991
H: -3.57698 -0.78261 3.65586
H: -1.38548 -3.67749 -1.49494

Atom charges from the Löwdin analysis, given in e for atoms 1 to 4: number 1, Ta, carries 1.1561; number 2, Te, carries 1.5859; number 3, S, carries 0.6986; number 4, S, carries 0.7194